16
Properties=species:S:1:pos:R:3:forces:R:3:lowdin_charge:R:1 method="wB97M-V/def2-TZVPD" e_homo_ev=-8.7576
O -0.2288 1.8136 0.2482 -0.058 0.396 -0.204 -0.057
C -0.7049 0.9026 -0.4340 0.747 0.411 -0.603 -0.539
C -2.2453 0.1023 0.5356 0.008 -0.574 0.114 0.076
C 2.2193 -0.0948 -0.3512 -0.154 0.052 -0.003 -0.089
C 1.0100 -0.7318 0.3972 -0.233 -0.073 0.196 -0.219
C -0.2942 -0.4612 -0.3273 -0.145 0.331 0.072 -0.042
H 2.3895 -0.5127 -1.3528 -0.225 0.016 0.233 0.074
H -2.6760 1.1214 0.4907 0.752 -0.522 -0.270 0.073
H 1.2128 -1.8029 0.5014 -0.278 0.151 0.151 0.102
H -2.0846 -0.1193 1.5864 0.291 -0.325 -0.141 0.057
H 3.1338 -0.2797 0.2302 -0.305 0.015 -0.097 0.075
H 2.0872 0.9863 -0.4368 -0.018 -0.160 0.000 0.069
H -0.5221 -1.1415 -1.1554 -0.537 0.217 0.429 0.127
H -2.9195 -0.5744 0.0189 0.213 -0.254 0.090 0.048
H -1.3404 1.0474 -1.3287 -0.084 0.471 0.001 0.132
H 0.9633 -0.2552 1.3778 0.026 -0.151 0.032 0.113



16
Properties=species:S:1:pos:R:3:forces:R:3:lowdin_charge:R:1 method="wB97M-V/def2-TZVPD" e_homo_ev=-8.5655
O -2.0065 1.5745 -0.2564 0.044 -0.121 0.138 0.049
C -0.1071 0.1821 -2.0079 -0.025 0.021 0.125 -0.120
C -0.0280 0.8375 -0.6791 -0.271 0.057 -0.340 0.035
C -1.1117 0.4403 1.6858 -0.028 -0.001 -0.026 -0.015
C 1.6100 -1.0487 0.4099 0.073 -0.305 0.081 -0.031
C -1.1072 0.8870 0.2431 0.092 0.059 -0.043 -0.539
H -1.0636 -0.6506 1.7757 -0.012 0.159 -0.091 0.080
H 1.8808 -1.0286 1.4667 0.012 -0.077 -0.113 0.038
H 0.8041 -1.7696 0.2437 0.123 0.200 0.018 0.043
H -0.7916 -0.6677 -2.1365 0.104 0.096 0.204 0.085
H 2.4721 -1.3163 -0.2053 -0.087 0.006 0.121 0.039
H -0.2541 0.8535 2.2307 -0.132 -0.052 -0.217 0.090
H -0.4739 0.9886 -2.6606 0.075 -0.048 0.106 0.100
H 1.3211 -0.0234 0.1303 0.051 0.010 0.064 -0.019
H -2.0364 0.8042 2.1412 0.138 -0.076 -0.072 0.085
H 0.8920 -0.0630 -2.3813 -0.158 0.071 0.045 0.079



16
Properties=species:S:1:pos:R:3:forces:R:3:lowdin_charge:R:1 method="wB97M-V/def2-TZVPD" smiles="CC[C@@H](C)C=O" e_homo_ev=-9.7404
O -0.4195 2.1492 0.5762 -0.131 -0.214 -0.469 0.058
C -0.5379 1.4407 -0.3969 0.145 0.206 0.457 -0.246
C 0.7062 -0.5936 0.3470 0.020 -0.034 0.059 -0.237
C 1.9722 -0.0924 -0.3454 0.045 0.024 -0.038 -0.105
C -1.8144 -0.5137 0.5129 -0.077 0.013 0.036 -0.067
C -0.5906 -0.0738 -0.2974 0.046 -0.048 -0.043 -0.365
H -1.7729 -0.0919 1.5224 0.022 -0.027 -0.164 0.085
H -1.8386 -1.6054 0.5993 0.011 0.155 -0.040 0.080
H 0.7189 -0.2861 1.4003 -0.038 -0.018 -0.162 0.118
H 0.6758 -1.6908 0.3388 -0.012 0.162 -0.018 0.113
H -2.7495 -0.1877 0.0466 0.106 -0.047 0.052 0.080
H 2.0777 0.9914 -0.2192 0.024 -0.178 -0.049 0.072
H -0.6664 -0.4624 -1.3207 0.027 -0.026 0.100 0.134
H 1.9496 -0.3094 -1.4204 0.020 0.015 0.145 0.077
H 2.8678 -0.5629 0.0728 -0.144 0.069 -0.058 0.072
H -0.5786 1.8889 -1.4160 -0.065 -0.051 0.191 0.128



16
Properties=species:S:1:pos:R:3:forces:R:3:lowdin_charge:R:1 method="wB97M-V/def2-TZVPD" smiles=COC1(C)CC1 e_homo_ev=-9.4109
O 0.3731 1.1512 -0.3656 0.016 0.011 0.095 -0.131
C -0.0488 -1.1598 -1.0910 -0.121 0.019 -0.041 -0.061
C 1.3498 -1.0376 -0.5289 0.232 -0.091 0.110 -0.078
C -0.8167 1.9096 -0.2762 -0.047 0.175 -0.004 -0.099
C -0.1304 -0.4312 1.4705 0.108 -0.048 0.059 -0.015
C 0.2643 -0.1928 0.0305 -0.184 -0.049 -0.066 -0.559
H -0.2152 -1.5059 1.6621 -0.016 0.165 -0.052 0.087
H -1.6785 1.4234 -0.7596 0.237 -0.056 0.071 0.096
H -0.6157 2.8539 -0.7918 -0.063 -0.171 0.102 0.089
H -0.2040 -0.7164 -2.0713 -0.043 -0.033 0.208 0.105
H 1.7094 -1.8448 0.1059 -0.009 0.154 -0.165 0.106
H 0.6756 -0.0422 2.1044 -0.188 -0.025 0.010 0.093
H -1.0735 2.1362 0.7679 -0.009 -0.064 -0.156 0.081
H -1.0696 0.0425 1.7774 0.113 -0.077 -0.220 0.074
H -0.6118 -2.0736 -0.9103 0.112 0.225 0.085 0.101
H 2.1085 -0.5219 -1.1079 -0.137 -0.135 -0.037 0.110



16
Properties=species:S:1:pos:R:3:forces:R:3:lowdin_charge:R:1 method="wB97M-V/def2-TZVPD" e_homo_ev=-8.3766
O -1.0123 0.9532 -0.8910 0.022 0.020 0.061 -0.108
C 1.3678 -1.2994 1.0291 0.043 0.004 0.118 -0.104
C -1.1250 0.2198 -2.0882 -0.031 -0.120 -0.213 -0.102
C 0.5643 -0.6442 -0.0591 -0.120 0.108 -0.080 -0.121
C -0.3295 1.2840 1.3238 0.037 0.007 0.036 -0.018
C -0.2029 0.4429 0.0852 0.161 -0.161 0.162 -0.368
H 0.5180 1.1474 1.9980 -0.137 -0.008 -0.106 0.072
H -1.3565 -0.8342 -1.8863 -0.013 0.151 -0.030 0.092
H 1.2017 -2.3831 1.0128 0.041 0.157 0.016 0.071
H 0.6113 -1.1317 -1.0288 -0.052 0.063 0.125 0.088
H 2.4467 -1.1397 0.9071 -0.144 -0.013 -0.008 0.073
H -1.9435 0.6701 -2.6524 0.138 -0.032 0.059 0.091
H 1.0863 -0.9480 2.0256 0.060 -0.034 -0.151 0.063
H -1.2523 1.0534 1.8680 0.102 0.015 -0.100 0.089
H -0.2008 0.2706 -2.6793 -0.114 -0.006 0.087 0.096
H -0.3734 2.3388 1.0357 0.007 -0.148 0.023 0.086



16
Properties=species:S:1:pos:R:3:forces:R:3:lowdin_charge:R:1 method="wB97M-V/def2-TZVPD" e_homo_ev=-9.6408
O 0.5028 2.0058 -0.7199 0.294 0.028 0.053 -0.118
C -0.5490 -0.7698 -0.4241 -0.041 0.060 -0.030 -0.244
C -0.7229 1.7356 -0.0292 -0.440 -0.101 0.186 -0.168
C -0.1702 0.3941 0.4852 -0.177 0.055 0.004 -0.275
C 1.1712 1.0448 0.1288 0.313 -0.005 -0.070 -0.155
C 0.1084 -2.0810 -0.0164 0.041 -0.069 0.028 -0.109
H -0.3311 0.1499 1.5422 -0.010 0.079 -0.191 0.139
H -0.2720 -0.5079 -1.4548 -0.041 -0.031 0.152 0.122
H -0.1949 -2.8927 -0.6837 0.077 0.057 0.094 0.071
H 1.9174 0.4447 -0.4078 -0.163 0.121 0.035 0.120
H -0.8998 2.4732 0.7677 -0.003 -0.091 -0.131 0.118
H 1.2017 -2.0083 -0.0485 -0.142 -0.011 0.004 0.072
H 1.6481 1.5602 0.9757 -0.041 -0.152 -0.111 0.119
H -0.1787 -2.3557 1.0051 0.048 0.004 -0.132 0.074
H -1.6413 -0.8884 -0.4210 0.147 0.028 0.050 0.114
H -1.5896 1.6952 -0.6994 0.137 0.029 0.060 0.121



16
Properties=species:S:1:pos:R:3:forces:R:3:lowdin_charge:R:1 method="wB97M-V/def2-TZVPD" smiles="C=CC.C=CO" e_homo_ev=-8.7415
O -0.2826 2.8741 0.3019 1.105 1.008 -2.012 -0.033
C -1.4927 -2.1399 0.3748 -0.047 0.105 -0.078 -0.120
C 1.8206 1.9977 0.9348 -0.584 -1.105 -1.082 -0.004
C 0.1207 -1.9058 -1.4476 0.543 0.291 -0.520 -0.034
C 1.0217 3.0643 0.7466 0.503 -1.134 2.087 -0.262
C -1.0739 -1.5993 -0.9812 0.075 -0.396 1.409 -0.233
H -0.2351 2.7064 -0.6563 -0.491 -0.016 0.215 0.102
H 0.7610 -2.6164 -0.9332 -0.084 0.096 0.150 0.060
H -2.3636 -1.6481 0.8070 -0.150 -0.012 -0.305 0.063
H 1.7938 1.2188 0.1654 -1.037 -0.301 0.375 0.043
H -1.6949 -3.2068 0.3012 -0.032 -0.093 0.208 0.071
H 2.1859 1.5535 1.8555 1.496 1.418 0.012 0.057
H 1.3212 4.0179 1.1732 -1.003 0.107 0.405 0.096
H -1.7701 -0.9247 -1.4283 -0.059 0.452 -0.613 0.079
H -0.6935 -1.9588 1.0934 0.086 -0.271 -0.020 0.069
H 0.5815 -1.4329 -2.3073 -0.321 -0.149 -0.231 0.047



16
Properties=species:S:1:pos:R:3:forces:R:3:lowdin_charge:R:1 method="wB97M-V/def2-TZVPD" e_homo_ev=-7.6481
O 1.1870 1.3653 0.9982 -0.033 0.011 0.020 -0.089
C -1.2478 -1.3830 0.3628 -0.130 0.011 0.046 -0.117
C 0.7957 1.2746 -1.3609 0.032 0.024 -0.108 -0.105
C 1.3340 0.5392 -0.1499 0.486 0.273 -0.391 -0.190
C 0.2280 -0.9669 0.2290 -0.132 -0.401 0.043 -0.217
C 0.0205 0.6478 1.0501 -0.246 0.045 0.350 -0.204
H 0.5036 -1.2454 -0.7923 -0.075 0.196 0.179 0.099
H -1.8807 -0.8276 -0.3382 0.075 -0.091 0.091 0.079
H 0.6533 0.5929 -2.2052 0.043 0.104 0.092 0.076
H 0.8701 -1.5513 0.8894 -0.135 0.137 -0.025 0.111
H -1.3376 -2.4479 0.1270 -0.007 0.124 0.005 0.078
H -0.8420 1.1569 0.6187 0.065 -0.232 -0.054 0.118
H -0.1564 0.2233 2.0355 0.042 -0.029 -0.096 0.129
H -1.6347 -1.2231 1.3745 -0.005 -0.050 -0.117 0.071
H -0.1077 1.8877 -1.2276 0.109 -0.083 0.036 0.077
H 1.6148 1.9575 -1.6110 -0.088 -0.036 -0.071 0.084



no.,gap between HOMO and LUMO (eV)
1,8.81
2,8.48
3,10.80
4,10.48
5,9.46
6,10.79
7,9.47
8,8.63